C41H62AgGe3N2O5S | wB97M-V/def2-TZVPD

Output
Spin multiplicity ... 2
Electronic energy ... -8861.15449 a.u.
Net charge ... -2
LUMO level (spin up / spin down) ... 0.1554 / 0.1553 hartree

Last column: Löwdin spin population.
Positions of all 115 atoms, in Å:
Ag (0.08238, -0.39742, 0.53356)  -0.0002
C (1.53358, 3.02138, 3.33347)  0.0000
C (1.67846, 1.74239, 2.50160)  0.0000
C (2.14236, 2.10883, 1.08994)  -0.0001
C (2.70060, 0.81131, 3.14859)  0.0000
O (0.45231, 1.03406, 2.44978)  0.0000
Ge (-1.28001, 1.72402, 2.31481)  0.0000
O (-1.10644, 1.91857, 0.42958)  -0.0001
C (-1.75767, 2.81318, -0.43926)  0.0001
C (-2.59524, 2.01711, -1.44502)  0.0002
C (-2.67824, 3.78248, 0.31361)  0.0000
C (-0.69296, 3.61247, -1.19612)  0.0008
O (-1.83481, -0.07311, 2.10430)  0.0000
C (-3.04337, -0.67309, 2.48088)  0.0000
C (-3.70424, 0.04888, 3.66231)  0.0000
C (-4.00531, -0.67351, 1.28946)  0.0000
C (-2.72473, -2.11297, 2.88716)  0.0000
H (2.49698, 3.53077, 3.41437)  0.0000
H (1.17315, 2.78173, 4.33670)  0.0000
H (0.81740, 3.70120, 2.86526)  0.0000
H (3.13828, 2.55828, 1.11558)  0.0000
H (1.43843, 2.79985, 0.62599)  0.0000
H (2.18763, 1.21297, 0.46312)  -0.0002
H (3.68926, 1.27767, 3.17888)  0.0000
H (2.76808, -0.11615, 2.57608)  0.0000
H (2.38765, 0.56801, 4.16722)  0.0000
H (-3.37013, 1.45307, -0.91900)  0.0000
H (-1.95648, 1.31443, -1.98088)  0.0002
H (-3.06868, 2.68465, -2.17097)  0.0000
H (-3.43192, 3.22887, 0.87964)  0.0000
H (-3.18439, 4.44816, -0.39018)  0.0000
H (-2.10351, 4.38607, 1.02019)  0.0000
H (-0.04202, 2.92663, -1.74254)  0.0010
H (-0.08623, 4.18232, -0.48755)  0.0000
H (-1.15449, 4.30837, -1.90264)  0.0000
H (-3.99734, 1.06131, 3.37838)  0.0000
H (-2.99970, 0.12387, 4.49340)  0.0000
H (-4.59273, -0.49493, 3.99450)  0.0000
H (-4.23480, 0.35565, 1.00302)  0.0000
H (-4.93747, -1.19290, 1.53019)  0.0000
H (-3.53067, -1.16350, 0.43817)  0.0000
H (-2.03514, -2.10683, 3.73332)  0.0000
H (-2.23298, -2.62353, 2.05688)  0.0000
H (-3.63113, -2.65960, 3.16219)  0.0000
O (3.12954, -1.88719, 0.99637)  0.0005
C (2.40437, -2.47885, 0.15143)  0.0041
O (1.17136, -2.35085, 0.03988)  0.0034
C (3.10167, -3.41253, -0.83629)  0.0042
C (4.61948, -3.31102, -0.77664)  0.0003
Ge (5.32227, -2.33505, 0.78994)  0.0001
C (5.17584, -3.08835, 2.59705)  0.0000
C (6.01790, -2.66690, 3.62504)  0.0000
C (5.95670, -3.24255, 4.88772)  0.0000
C (5.04825, -4.26065, 5.14337)  0.0000
C (4.19712, -4.68682, 4.13327)  0.0000
C (4.26132, -4.10196, 2.87529)  0.0000
C (5.52020, -0.38740, 0.58452)  0.0000
C (4.68728, 0.31959, -0.28162)  0.0002
C (4.91575, 1.66376, -0.55172)  0.0018
C (5.96834, 2.32879, 0.06014)  0.0006
C (6.80396, 1.64005, 0.93180)  0.0000
C (6.58688, 0.29084, 1.17574)  0.0003
C (7.29585, -2.77757, 0.41101)  0.0000
C (8.08362, -3.65133, 1.16311)  0.0000
C (9.39414, -3.95663, 0.80362)  0.0000
C (9.95014, -3.39773, -0.33720)  0.0000
C (9.18525, -2.53313, -1.11172)  0.0000
C (7.88398, -2.23034, -0.73505)  0.0000
H (2.70814, -3.15091, -1.81968)  0.0034
H (2.75334, -4.42210, -0.60147)  0.0003
H (5.00435, -2.73683, -1.62515)  0.0002
H (5.11173, -4.28425, -0.81773)  0.0000
H (6.73618, -1.87644, 3.43820)  0.0000
H (6.61663, -2.89594, 5.67494)  0.0000
H (5.00013, -4.71543, 6.12581)  0.0000
H (3.47103, -5.46652, 4.33146)  0.0000
H (3.57530, -4.42503, 2.10070)  0.0000
H (3.83500, -0.17337, -0.73769)  0.0005
H (4.25935, 2.18906, -1.23593)  0.0033
H (6.13753, 3.38035, -0.14134)  0.0001
H (7.63439, 2.15112, 1.40615)  0.0000
H (7.27542, -0.24591, 1.81973)  0.0000
H (7.66603, -4.10848, 2.05412)  0.0000
H (9.98234, -4.63274, 1.41518)  0.0000
H (10.96930, -3.63287, -0.62248)  0.0000
H (9.60840, -2.09288, -2.00803)  0.0000
H (7.31097, -1.53605, -1.34361)  0.0000
C (-1.60714, -1.51560, -4.66331)  0.0004
Ge (-0.54492, -1.77472, -2.97962)  0.0090
C (0.53444, -3.36284, -3.43930)  0.0006
C (-1.94801, -2.38503, -1.71582)  0.0047
C (0.34286, -0.14252, -2.50934)  0.0254
H (-2.34405, -2.31888, -4.77138)  0.0000
H (-0.96764, -1.52910, -5.55192)  0.0002
H (-2.13811, -0.56086, -4.63968)  0.0002
H (-0.05661, -4.03059, -4.07056)  0.0000
H (0.82521, -3.89112, -2.53038)  0.0001
H (1.44086, -3.07735, -3.97792)  0.0009
H (-2.16829, -3.44352, -1.87686)  0.0007
H (-2.86793, -1.81329, -1.85624)  0.0001
H (-1.60030, -2.25748, -0.68847)  0.0001
H (-0.09931, 0.29992, -1.61706)  0.0001
C (4.96964, -0.22780, -3.64805)  0.0112
N (3.84277, 0.12035, -4.46555)  0.1339
C (3.53992, -0.48878, -5.68249)  0.0249
C (2.25161, -0.23035, -5.96819)  0.0239
N (1.73522, 0.55594, -4.94330)  0.1391
C (2.66111, 0.64582, -3.89492)  0.4164
S (2.09074, -0.20370, -2.32365)  0.1647
H (5.84055, -0.41906, -4.27731)  0.0006
H (4.77108, -1.11417, -3.03124)  0.0040
H (5.19152, 0.59954, -2.97245)  0.0034
H (4.28307, -1.02151, -6.25285)  0.0033
H (1.67581, -0.48272, -6.84240)  0.0013
H (0.75651, 0.57772, -4.67314)  0.0056

Forces on atoms 1 to 3 (eV/Å):
0.1883 -0.2932 -0.0818
-0.0455 -0.0924 -0.0215
0.1417 0.1945 -0.0904



C41H64GeI2NO5PTi | wB97M-V/def2-TZVPD

Output
Spin multiplicity ... 4
Electronic energy ... -5894.78315 a.u.
Energy relative to the best compared isomer or geometry (same formula, charge and spin) ... 0.0000 eV
Net charge ... +1
LUMO level (spin up / spin down) ... -0.0848 / -0.1983 hartree

Last column: Löwdin spin population.
Positions of all 116 atoms, in Å:
Ti (-1.29370, 0.92076, -0.41658)  0.9605
C (0.65768, 4.12201, 0.09698)  0.0020
C (-0.62931, 4.24623, -0.70720)  0.0022
C (-1.62485, 5.11643, 0.05006)  0.0002
C (-0.36539, 4.80949, -2.09623)  -0.0003
O (-1.19417, 2.92112, -0.87457)  0.0128
Ge (-2.97366, 2.68184, -1.66379)  0.0121
O (-2.08088, 1.10354, -2.31589)  0.0126
C (-2.38305, 0.32190, -3.49538)  0.0034
C (-1.15724, 0.39412, -4.39656)  0.0006
C (-3.60184, 0.90781, -4.19213)  -0.0003
C (-2.66362, -1.11199, -3.06659)  0.0003
O (-3.22651, 1.57949, -0.12903)  0.0106
C (-4.37527, 1.50198, 0.76085)  0.0029
C (-5.61062, 1.94448, -0.00858)  -0.0002
C (-4.13083, 2.41376, 1.95371)  0.0007
C (-4.50263, 0.05018, 1.19803)  0.0003
H (1.25381, 5.02844, -0.01960)  0.0002
H (0.45223, 3.97075, 1.15591)  0.0005
H (1.25326, 3.27932, -0.25457)  0.0003
H (-1.19847, 6.10341, 0.23335)  0.0000
H (-2.55132, 5.26159, -0.51133)  0.0003
H (-1.86171, 4.66110, 1.01282)  0.0001
H (0.02960, 5.82388, -2.03350)  -0.0001
H (0.35358, 4.18695, -2.62558)  -0.0001
H (-1.28564, 4.84700, -2.68391)  0.0001
H (-1.01998, 1.40353, -4.78683)  0.0000
H (-0.26704, 0.11643, -3.82747)  0.0000
H (-1.25498, -0.29132, -5.23914)  0.0002
H (-3.44644, 1.95355, -4.46295)  0.0000
H (-3.80294, 0.35458, -5.10938)  -0.0001
H (-4.48963, 0.84063, -3.55861)  -0.0001
H (-1.75523, -1.61554, -2.73113)  0.0000
H (-3.39280, -1.13552, -2.25556)  0.0001
H (-3.06104, -1.68362, -3.90617)  0.0000
H (-5.55896, 2.99949, -0.28603)  0.0001
H (-5.73844, 1.34872, -0.91521)  0.0000
H (-6.49882, 1.80975, 0.60857)  -0.0001
H (-3.88933, 3.42444, 1.61910)  0.0000
H (-5.02773, 2.46621, 2.57140)  0.0001
H (-3.30855, 2.04561, 2.56574)  0.0004
H (-4.83572, -0.58353, 0.37452)  0.0000
H (-3.54690, -0.32966, 1.56117)  0.0002
H (-5.22550, -0.03195, 2.01055)  0.0000
I (-0.37334, 1.12700, 2.20449)  0.1613
I (0.79339, 0.34460, 5.21573)  0.8003
C (4.89843, -2.02930, -0.39749)  0.0027
C (4.86028, -0.63806, -1.03602)  0.0717
C (6.28659, -0.08255, -1.19331)  0.0323
C (4.21175, -0.70496, -2.42730)  0.0102
P (3.86180, 0.51407, 0.01111)  0.5691
C (3.94253, 2.11345, -0.78224)  0.0717
C (3.17736, 2.33196, -1.92914)  0.0257
C (3.32566, 3.50916, -2.64504)  -0.0024
C (4.21026, 4.48332, -2.20966)  0.0209
C (4.95321, 4.28588, -1.05401)  0.0019
C (4.82412, 3.10674, -0.34068)  0.0295
C (4.20594, 0.50275, 1.82191)  0.0661
C (3.58535, -0.77912, 2.40994)  0.0144
C (5.71432, 0.51084, 2.11811)  0.0296
C (3.53963, 1.72692, 2.47060)  0.0013
H (5.37727, -2.71211, -1.10112)  -0.0002
H (3.90535, -2.41855, -0.18197)  0.0017
H (5.48448, -2.03759, 0.52048)  0.0000
H (6.80965, -0.74320, -1.88896)  0.0077
H (6.84726, -0.07308, -0.26115)  0.0003
H (6.28938, 0.91952, -1.62179)  0.0010
H (4.61032, -1.58321, -2.93817)  0.0000
H (4.46553, 0.17251, -3.02184)  0.0003
H (3.13033, -0.79402, -2.38337)  0.0040
H (2.46210, 1.58810, -2.26139)  0.0034
H (2.74714, 3.66690, -3.54472)  -0.0005
H (4.32132, 5.40249, -2.76912)  0.0011
H (5.64029, 5.04687, -0.71007)  0.0002
H (5.42488, 2.95929, 0.54478)  0.0010
H (4.19522, -1.65728, 2.20840)  0.0000
H (2.57221, -0.95325, 2.04421)  0.0047
H (3.51126, -0.65280, 3.49019)  -0.0003
H (6.20735, -0.39224, 1.76160)  0.0005
H (5.82287, 0.53349, 3.20486)  0.0066
H (6.23760, 1.37811, 1.71731)  0.0003
H (2.44180, 1.76123, 2.41449)  -0.0004
H (3.92477, 2.66323, 2.07198)  0.0001
H (3.77946, 1.68582, 3.53410)  -0.0003
C (-5.20608, -5.30878, 2.79402)  0.0000
C (-3.99013, -4.53988, 3.23650)  0.0000
C (-3.82498, -4.25798, 4.58554)  0.0003
C (-2.74040, -3.51616, 5.03071)  -0.0001
C (-1.78851, -3.09107, 4.12940)  -0.0002
C (-1.92827, -3.38912, 2.77323)  0.0000
N (-0.92258, -2.89382, 1.91548)  0.0015
C (-0.44866, -3.49474, 0.76392)  0.0017
C (-0.22118, -4.87678, 0.70437)  -0.0004
C (0.33890, -5.44552, -0.41935)  0.0018
C (0.71614, -4.66856, -1.51678)  -0.0002
C (0.49742, -3.30814, -1.47505)  0.0021
C (-0.10111, -2.72298, -0.35637)  0.0009
C (-0.51683, -1.31165, -0.42361)  0.0184
O (0.21228, -0.39092, -0.94260)  0.0179
O (-1.66461, -0.97630, 0.01632)  -0.0039
C (-3.05043, -4.08065, 2.29672)  0.0002
C (-3.31043, -4.26531, 0.82666)  0.0000
H (-5.76258, -5.66965, 3.65729)  0.0000
H (-4.94044, -6.17067, 2.17999)  0.0000
H (-5.88351, -4.68897, 2.20245)  0.0000
H (-4.56349, -4.61280, 5.29273)  0.0000
H (-2.62684, -3.28776, 6.08173)  0.0000
H (-0.92178, -2.53376, 4.46328)  -0.0009
H (-0.50330, -2.02183, 2.19955)  -0.0001
H (-0.48292, -5.48009, 1.56384)  -0.0001
H (0.50145, -6.51531, -0.44220)  0.0001
H (1.16015, -5.12983, -2.38728)  0.0000
H (0.74009, -2.68974, -2.32605)  0.0001
H (-2.84379, -5.16379, 0.41605)  0.0000
H (-2.93903, -3.41368, 0.25486)  0.0000
H (-4.37898, -4.34413, 0.63562)  0.0000

Forces on atoms 1 to 3 (eV/Å):
-0.3920 1.1085 0.3192
0.0341 0.0045 -0.0389
-0.0938 -0.0524 0.1186



Q: What is the formula in the second record?
A: C41H64GeI2NO5PTi



Q: Among the records above, which one has the highest spin multiplicity?
A: C41H64GeI2NO5PTi



Q: Among the records above, which one has the lowest electronic energy?
A: C41H62AgGe3N2O5S